[1]
The following is a quantum chemistry calculation of a molecular structure, C52H53IN3ReSb2 in a non-equilibrium geometry, from OMol25.

Last column: Löwdin spin population.
CARTESIAN COORDINATES (ANGSTROEM)
Re -0.38 -0.99 -0.07  2.584
C 0.35 -0.64 4.42  0.003
C -0.86 -1.11 4.91  0.012
C -1.90 -1.33 4.02  0.008
C -1.70 -1.08 2.66  0.005
N -0.51 -0.66 2.20  0.010
C 0.48 -0.44 3.06  0.014
C -2.77 -1.07 1.66  0.027
C -4.12 -1.08 1.99  -0.005
C -5.06 -0.78 1.01  0.032
C -4.61 -0.34 -0.23  -0.005
C -3.25 -0.34 -0.51  0.031
N -2.36 -0.84 0.39  0.019
C -2.60 0.34 -1.63  0.015
C -3.26 0.98 -2.68  0.005
C -2.52 1.74 -3.58  0.019
C -1.16 1.87 -3.38  0.002
C -0.57 1.19 -2.33  0.035
N -1.26 0.43 -1.49  0.039
H 1.18 -0.43 5.07  0.000
H -1.00 -1.28 5.96  0.000
H -2.85 -1.69 4.39  0.000
H 1.42 -0.09 2.65  0.001
H -4.44 -1.29 3.00  -0.001
H -6.11 -0.82 1.24  0.002
H -5.31 0.02 -0.97  0.000
H -4.33 0.89 -2.80  0.000
H -3.01 2.22 -4.40  0.001
H -0.55 2.47 -4.04  0.000
H 0.50 1.25 -2.15  0.004
I 2.33 -0.79 -0.08  0.047
C 2.45 -2.46 1.30  0.017
C 3.64 -2.73 1.92  0.014
C 3.71 -3.86 2.76  -0.003
C 2.62 -4.68 2.89  0.012
C 1.41 -4.41 2.22  0.001
C 0.31 -5.29 2.32  0.044
C -0.86 -5.02 1.68  -0.001
C -0.99 -3.84 0.94  0.046
C 0.04 -2.93 0.80  -0.009
C 1.28 -3.24 1.42  0.014
H 4.51 -2.11 1.78  0.001
H 4.64 -4.08 3.27  0.000
H 2.68 -5.56 3.51  0.000
H 0.43 -6.19 2.90  0.002
H -1.70 -5.69 1.75  -0.001
H -1.95 -3.63 0.48  0.003
C 0.82 -0.45 -4.81  0.000
C -0.33 -1.39 -4.51  -0.010
C -0.63 -2.30 -5.68  -0.003
Sb 0.08 -2.57 -2.64  -0.049
C 2.21 -3.23 -2.91  -0.004
C 2.52 -3.68 -4.33  -0.003
C 2.54 -4.32 -1.91  0.000
C -1.15 -4.45 -2.64  -0.004
C -0.82 -5.39 -3.78  -0.003
C -2.62 -4.06 -2.63  0.000
H 0.51 0.25 -5.58  0.000
H 1.68 -0.99 -5.19  0.000
H 1.14 0.11 -3.93  0.000
H -1.23 -0.83 -4.27  0.000
H 0.23 -2.91 -5.96  0.000
H -0.89 -1.69 -6.55  -0.001
H -1.47 -2.95 -5.48  0.000
H 2.79 -2.33 -2.68  0.002
H 1.88 -4.51 -4.63  0.000
H 3.55 -4.04 -4.36  -0.001
H 2.43 -2.88 -5.05  0.000
H 2.04 -5.25 -2.15  0.000
H 2.26 -4.03 -0.89  0.000
H 3.62 -4.50 -1.92  0.000
H -0.88 -4.91 -1.69  0.001
H -1.07 -4.97 -4.75  0.000
H -1.39 -6.31 -3.66  -0.001
H 0.24 -5.67 -3.78  0.000
H -2.92 -3.62 -3.59  0.000
H -2.83 -3.34 -1.84  0.000
H -3.24 -4.94 -2.46  0.000
C 3.09 7.35 2.01  0.000
C 3.76 6.67 1.01  0.001
C 3.38 5.37 0.69  0.002
C 2.30 4.82 1.34  0.009
C 1.65 5.47 2.37  0.001
C 2.04 6.76 2.70  0.000
Sb 1.48 2.95 0.60  0.020
C -0.49 3.63 -0.08  0.000
C -0.61 4.50 -1.14  0.000
C -1.86 4.96 -1.51  0.000
C -2.99 4.57 -0.80  0.000
C -2.86 3.73 0.29  0.001
C -1.61 3.25 0.65  0.000
C 2.72 2.64 -1.16  0.000
C 2.32 2.95 -2.45  0.000
C 3.21 2.80 -3.50  0.000
C 4.49 2.32 -3.27  0.000
C 4.89 2.00 -1.99  0.000
C 4.01 2.17 -0.93  0.000
H 3.41 8.35 2.28  0.000
H 4.58 7.13 0.48  0.000
H 3.92 4.83 -0.08  0.000
H 0.85 5.00 2.92  0.000
H 1.53 7.29 3.49  0.000
H 0.26 4.87 -1.66  0.000
H -1.96 5.63 -2.35  0.000
H -3.96 4.96 -1.07  0.000
H -3.73 3.46 0.88  0.000
H -1.52 2.60 1.51  0.000
H 1.33 3.32 -2.64  0.000
H 2.91 3.07 -4.50  0.000
H 5.17 2.20 -4.10  0.000
H 5.88 1.63 -1.81  0.000
H 4.33 1.94 0.08  0.000

Properties
Orbital gap (spin up / spin down) ... 5.410 / 4.060 eV
LUMO level (spin up / spin down) ... -8.77 / -10.09 eV
2S+1 ... 4
Net charge ... +3

***

[2]
The following is a quantum chemistry calculation of a molecular structure, C52H54AgN5OP3S2, from OMol25.

Last column: natural (NBO) charge in e.
CARTESIAN COORDINATES (ANGSTROEM)
Ag 0.00 -0.74 0.22  0.654
O -0.38 3.43 -0.06  -0.991
S 0.60 2.36 0.28  1.296
C 1.11 2.81 1.96  -0.240
C 1.74 4.02 2.23  -0.191
C 1.87 4.44 3.54  -0.184
C 1.35 3.68 4.57  -0.205
C 0.75 2.46 4.31  -0.128
C 0.62 2.01 3.00  -0.361
P -0.08 0.37 2.57  0.808
C 0.76 -0.68 3.81  -0.371
C 1.91 -1.35 3.38  -0.196
C 2.61 -2.18 4.24  -0.193
C 2.15 -2.36 5.54  -0.192
C 1.01 -1.71 5.98  -0.224
C 0.31 -0.87 5.12  -0.146
C -1.77 0.43 3.23  -0.373
C -2.44 -0.80 3.30  -0.198
C -3.76 -0.85 3.72  -0.207
C -4.43 0.32 4.05  -0.218
C -3.78 1.54 3.95  -0.235
C -2.46 1.60 3.54  -0.165
C 2.10 2.78 -0.62  -0.287
C 2.27 4.08 -1.09  -0.212
C 3.39 4.37 -1.85  -0.193
C 4.32 3.37 -2.12  -0.222
C 4.13 2.08 -1.66  -0.148
C 3.00 1.77 -0.91  -0.244
P 2.66 0.07 -0.30  0.797
C 4.25 -0.18 0.59  -0.363
C 4.45 0.63 1.72  -0.152
C 5.61 0.53 2.46  -0.218
C 6.59 -0.38 2.10  -0.205
C 6.39 -1.20 0.99  -0.191
C 5.23 -1.10 0.24  -0.218
C 2.87 -0.97 -1.79  -0.354
C 2.78 -2.35 -1.55  -0.131
C 2.75 -3.25 -2.60  -0.227
C 2.81 -2.79 -3.91  -0.211
C 2.93 -1.43 -4.15  -0.225
C 2.96 -0.52 -3.10  -0.214
H 2.14 4.62 1.42  0.233
H 2.36 5.38 3.75  0.227
H 1.42 4.03 5.59  0.226
H 0.36 1.86 5.13  0.219
H 2.25 -1.22 2.36  0.223
H 3.49 -2.69 3.90  0.221
H 2.68 -3.02 6.21  0.221
H 0.65 -1.86 6.99  0.220
H -0.59 -0.37 5.46  0.210
H -1.91 -1.71 3.03  0.236
H -4.27 -1.81 3.78  0.224
H -5.46 0.28 4.38  0.223
H -4.31 2.45 4.19  0.222
H -1.95 2.56 3.47  0.219
H 1.52 4.83 -0.87  0.246
H 3.55 5.37 -2.22  0.225
H 5.20 3.60 -2.72  0.223
H 4.86 1.31 -1.88  0.219
H 3.68 1.35 2.01  0.204
H 5.76 1.17 3.32  0.221
H 7.50 -0.46 2.68  0.221
H 7.16 -1.91 0.71  0.219
H 5.10 -1.73 -0.62  0.224
H 2.72 -2.69 -0.53  0.210
H 2.67 -4.31 -2.39  0.230
H 2.77 -3.49 -4.73  0.218
H 3.02 -1.08 -5.17  0.204
H 3.03 0.53 -3.31  0.219
S -0.03 1.08 -2.60  -0.290
C 0.07 0.54 -4.18  0.323
N -0.58 -0.54 -4.69  -0.619
C -0.20 -0.78 -6.09  -0.228
C 0.65 0.46 -6.44  -0.225
N 0.73 1.15 -5.16  -0.586
H -0.75 -1.33 -4.09  0.423
H -1.10 -0.84 -6.71  0.206
H 0.36 -1.71 -6.19  0.212
H 0.17 1.09 -7.19  0.208
H 1.64 0.18 -6.81  0.209
H 1.23 2.01 -5.02  0.430
C -5.49 -0.14 -2.10  -0.049
N -4.09 0.24 -2.56  -0.392
C -3.93 1.77 -2.45  -0.056
N -4.25 2.21 -1.15  -0.442
C -5.60 1.81 -0.77  -0.066
N -5.74 0.36 -0.80  -0.445
C -4.95 -0.29 0.25  -0.532
P -3.09 -0.02 0.09  0.823
C -3.07 -0.46 -1.73  -0.594
C -3.25 1.82 -0.15  -0.561
H -5.56 -1.22 -2.11  0.220
H -6.20 0.29 -2.81  0.215
H -3.96 -0.03 -3.54  0.424
H -4.61 2.21 -3.19  0.210
H -2.89 2.00 -2.69  0.249
H -6.31 2.25 -1.47  0.204
H -5.82 2.18 0.23  0.220
H -5.16 -1.36 0.24  0.227
H -5.26 0.11 1.21  0.239
H -3.24 -1.54 -1.82  0.242
H -2.08 -0.24 -2.10  0.289
H -2.29 2.25 -0.44  0.279
H -3.51 2.26 0.81  0.239
C -0.74 -2.68 -0.69  -0.990
C -0.52 -4.06 -0.14  0.088
C 0.67 -4.45 0.47  -0.265
C 0.86 -5.75 0.93  -0.194
C -0.14 -6.69 0.81  -0.246
C -1.33 -6.33 0.20  -0.202
C -1.52 -5.04 -0.27  -0.272
H -1.82 -2.59 -0.83  0.148
H -0.31 -2.69 -1.71  0.184
H 1.45 -3.71 0.60  0.190
H 1.80 -6.02 1.39  0.207
H -0.01 -7.69 1.20  0.212
H -2.12 -7.07 0.07  0.209
H -2.46 -4.79 -0.73  0.191

Properties
Orbital gap ... 6.500 eV
LUMO level ... -2.24 eV
Net charge ... +1

***

What is the formula in the first record? C52H53IN3ReSb2